The following is a DFT calculation (ωB97M-V with the def2-TZVPD basis set) of a single C5H5ClN2O molecule at a distorted geometry.

Its orbital gap is 10.6 eV. The SMILES is CN1C[C@](Cl)(C#N)C1=O. For the LUMO energy, the calculation gives 0.43 eV.

Atoms and positions in Å:
C1 -0.15789 1.12371 0.11137
N1 -0.19123 -0.11892 0.75633
C2 0.11783 -1.48117 0.23640
C3 0.03270 -2.05391 1.72437
Cl1 1.62359 -2.64002 2.38382
C4 -1.03220 -2.80012 2.25493
N2 -1.93275 -3.25578 2.78736
C5 -0.15853 -0.35810 2.09445
O1 -0.29584 0.32285 3.04752
H1 -0.94735 1.80971 0.50641
H2 0.81813 1.62912 -0.04670
H3 -0.61595 1.09737 -0.99365
H4 1.08675 -1.70704 -0.14697
H5 -0.54452 -1.91228 -0.39221

The following is a DFT calculation (ωB97M-V with the def2-TZVPD basis set) of 12 unconnected molecules or ions with the total composition C48H65F33O24 at a distorted geometry.

Its orbital gap (spin up / spin down) is 1.6 / 6.4 eV. The multiplicity is 2. The net charge is -1. For the LUMO energy (spin up / spin down), the calculation gives 1.73 / 1.73 eV.

Atoms and positions in Å:
C1 6.65101 16.65231 -35.97816
O1 7.98172 16.96524 -35.95787
C2 8.64457 15.99341 -35.16714
C3 10.04499 16.34055 -34.76823
O2 10.53014 15.34911 -33.92035
C4 11.92165 15.54157 -33.58800
H1 6.04671 17.54368 -36.14664
H2 6.32059 16.08517 -35.10795
H3 6.44541 15.95292 -36.78852
H4 8.60349 15.07351 -35.75040
H5 8.08342 15.79648 -34.25367
H6 10.12477 17.27437 -34.21170
H7 10.70986 16.34284 -35.63197
H8 12.57608 15.56652 -34.45932
H9 12.27384 14.71190 -32.97505
H10 12.07294 16.48715 -33.06735
C5 16.62625 9.13021 -33.57905
C6 17.25729 10.39542 -32.96081
O3 16.39510 11.52144 -32.81710
C7 15.62047 11.73369 -31.78370
O4 15.44383 10.89587 -30.86865
C8 14.90950 13.14614 -31.69025
F1 14.96954 13.82350 -32.82022
F2 13.63707 12.89136 -31.42692
F3 15.46349 13.84170 -30.71726
H11 17.03778 8.18200 -33.23316
H12 16.66272 9.12682 -34.66843
H13 15.54880 9.20126 -33.43021
H14 18.01486 10.68181 -33.69031
H15 17.75370 10.14603 -32.02301
C9 9.66425 16.08504 -30.69214
C10 10.39657 16.94427 -29.63389
O5 9.53035 17.95909 -29.02031
C11 10.00125 19.20362 -28.69861
O6 11.16230 19.59920 -28.58263
C12 8.85536 20.10037 -28.23751
F4 8.87909 21.24893 -28.98773
F5 7.67681 19.48475 -28.44605
F6 8.93628 20.49990 -26.98978
H16 10.39268 15.45974 -31.20838
H17 9.27315 16.61039 -31.56343
H18 8.81433 15.53336 -30.29041
H19 11.20317 17.52574 -30.08043
H20 10.87562 16.32197 -28.87801
C13 13.82611 24.86432 -34.44609
C14 13.49882 23.88062 -33.38921
O7 12.78169 22.78720 -33.93565
C15 13.18926 21.53749 -33.98429
O8 14.22720 21.10844 -33.43124
C16 12.15490 20.60074 -34.63133
F7 11.17728 21.32045 -35.12931
F8 12.61741 19.87582 -35.62949
F9 11.60167 19.79558 -33.70250
H21 14.48983 24.32010 -35.11796
H22 14.22185 25.75495 -33.95795
H23 12.99837 25.13098 -35.10324
H24 12.78801 24.33335 -32.69792
H25 14.38477 23.51765 -32.86821
C17 3.08168 18.62980 -39.50993
C18 3.37803 18.31480 -38.07944
O9 3.01072 17.03081 -37.77820
C19 2.96266 16.50307 -36.47641
O10 3.41359 17.10964 -35.52864
C20 2.41764 15.05268 -36.45057
F10 3.47800 14.26947 -36.24741
F11 1.56207 14.89838 -35.43354
F12 1.86065 14.76325 -37.61972
H26 3.53479 18.01523 -40.28780
H27 3.40063 19.66432 -39.63697
H28 2.00081 18.54751 -39.62415
H29 2.92292 18.98168 -37.34715
H30 4.46532 18.34094 -38.00719
C21 13.94600 16.56900 -27.24979
C22 15.06848 16.32596 -28.17350
O11 15.10804 17.25635 -29.23606
C23 14.24358 17.21647 -30.33190
O12 13.36593 16.39660 -30.52551
C24 14.42537 18.41529 -31.30285
F13 13.48228 19.29901 -30.97848
F14 15.65124 18.87308 -31.16312
F15 14.22016 18.09796 -32.61727
H31 14.19296 15.98910 -26.36051
H32 13.01814 16.12403 -27.60920
H33 13.85098 17.61962 -26.97545
H34 15.02362 15.32643 -28.60596
H35 15.99708 16.32105 -27.60273
C25 11.55949 8.66774 -32.64298
C26 12.74807 9.60831 -32.49465
O13 12.67504 10.68882 -33.45960
C27 13.26191 10.61483 -34.65695
O14 13.70378 9.62908 -35.26500
C28 13.30749 12.01922 -35.39789
F16 14.55008 12.51104 -35.30448
F17 12.97572 11.86422 -36.71116
F18 12.44720 12.91629 -34.86348
H36 11.59601 8.26349 -33.65459
H37 10.52347 8.99122 -32.54231
H38 11.63302 7.86603 -31.90817
H39 13.72524 9.13124 -32.56967
H40 12.65803 10.09685 -31.52443
C29 8.46658 20.17736 -36.93308
C30 7.50681 20.69541 -35.87516
O15 8.01276 20.32869 -34.60930
C31 7.26022 20.53535 -33.47689
O16 6.14843 21.09320 -33.48341
C32 7.77690 19.89401 -32.17291
F19 9.03153 19.40072 -32.36735
F20 7.74214 20.83463 -31.20877
F21 6.99763 18.86486 -31.86379
H41 8.69364 19.11871 -36.80734
H42 9.46218 20.59588 -36.78568
H43 8.08266 20.47629 -37.90844
H44 6.51557 20.25316 -35.97496
H45 7.34553 21.77335 -35.88672
C33 9.52650 10.99310 -35.14181
C34 9.23167 12.47735 -35.50554
O17 9.33828 12.53125 -36.91171
C35 8.21781 12.73870 -37.65223
O18 7.04698 12.63809 -37.24314
C36 8.48160 13.09567 -39.10880
F22 7.72061 14.14104 -39.48677
F23 9.72761 13.53393 -39.32021
F24 8.10065 12.10511 -39.85890
H46 9.54899 10.83652 -34.06335
H47 10.55412 10.77149 -35.42990
H48 8.85605 10.28148 -35.62367
H49 9.88203 13.14599 -34.94159
H50 8.25327 12.78031 -35.13263
C37 2.93077 16.34639 -32.38255
C38 4.41198 16.79633 -32.62101
O19 5.37061 16.02066 -31.88985
C39 5.59576 14.72319 -32.32194
O20 5.04850 14.31759 -33.35580
C40 6.44377 13.87853 -31.38759
F25 7.65451 13.78740 -31.91628
F26 6.52069 14.48861 -30.21071
F27 5.96289 12.62290 -31.24723
H51 2.19341 17.13123 -32.55111
H52 2.89934 16.08659 -31.32443
H53 2.71336 15.46402 -32.98444
H54 4.58781 17.80627 -32.25058
H55 4.64797 16.81354 -33.68502
C41 14.90986 16.04420 -35.71454
C42 15.42803 15.35186 -36.98466
O21 14.47667 14.74224 -37.81739
C43 14.76447 14.67096 -39.17373
O22 15.75933 15.13784 -39.73548
C44 13.70993 13.96348 -40.06120
F28 14.31902 12.97548 -40.76470
F29 12.73919 13.56099 -39.26414
F30 13.15823 14.81323 -40.96705
H56 14.07935 16.67186 -36.03766
H57 15.69821 16.68873 -35.32573
H58 14.58209 15.29129 -34.99775
H59 16.30856 14.73469 -36.80611
H60 15.82203 16.20297 -37.54006
C45 9.56395 18.24163 -43.53716
C46 9.35438 16.85143 -42.94145
O23 9.07059 16.95472 -41.53531
C47 10.08643 16.82044 -40.56814
O24 11.18141 16.38505 -40.80616
C48 9.70802 17.34336 -39.11741
F31 8.40289 17.75882 -39.03991
F32 9.94915 16.35597 -38.24057
F33 10.58643 18.32075 -38.78595
H61 10.03359 18.90433 -42.81027
H62 8.59594 18.72276 -43.67700
H63 10.19098 18.26031 -44.42856
H64 10.22350 16.23293 -43.16547
H65 8.50544 16.28977 -43.33123

Which formula does entry 1 have?
C5H5ClN2O